The following is a DFT calculation (ωB97M-V/def2-TZVPD) of C13H32AgBrN7O3P2 as an isolated structure.

Last column: natural (NBO) charge in e.
Positions of all 59 atoms, in Å:
Ag1 -0.27995 -0.11427 -0.34876  0.889
C1 3.88967 -3.78666 -0.28661  -0.407
N1 3.57499 -2.38090 -0.44055  -0.802
C2 4.68974 -1.56180 -0.87684  -0.413
P1 2.40316 -1.57468 0.39855  2.510
O1 2.04176 -0.30669 -0.24346  -1.152
O2 1.23016 -2.70977 0.33852  -1.125
P2 -0.36309 -2.72448 0.49120  2.476
O3 -0.93544 -1.65380 1.31796  -1.131
N2 -0.56813 -4.20490 1.20588  -0.809
C3 0.05923 -5.40480 0.69169  -0.404
C4 -1.72168 -4.42755 2.05173  -0.407
N3 -0.83206 -2.55304 -1.12290  -0.819
C5 -0.15110 -3.28843 -2.17373  -0.417
C6 -2.27367 -2.47401 -1.32719  -0.437
N4 2.79853 -1.38508 2.00295  -0.790
C7 2.05234 -0.38504 2.74311  -0.420
C8 3.06109 -2.58451 2.77339  -0.414
H1 4.77884 -3.94108 0.33517  0.193
H2 4.08888 -4.21869 -1.27133  0.208
H3 3.04619 -4.30626 0.16295  0.212
H4 5.52863 -1.59132 -0.17407  0.192
H5 4.34071 -0.53590 -0.95780  0.232
H6 5.03165 -1.91172 -1.85110  0.207
H7 0.80270 -5.13460 -0.05582  0.207
H8 -0.67986 -6.07124 0.23753  0.197
H9 0.55578 -5.94080 1.50690  0.207
H10 -2.12172 -3.46531 2.35810  0.234
H11 -1.42274 -4.98627 2.94115  0.204
H12 -2.49726 -4.99115 1.52949  0.187
H13 0.92302 -3.25633 -2.00267  0.220
H14 -0.36565 -2.80185 -3.12656  0.214
H15 -0.47789 -4.33232 -2.23406  0.191
H16 -2.72944 -1.98780 -0.46498  0.223
H17 -2.72909 -3.46182 -1.45481  0.190
H18 -2.47879 -1.87282 -2.21599  0.233
H19 1.92547 0.49000 2.10904  0.224
H20 2.62596 -0.10385 3.62705  0.210
H21 1.06773 -0.75169 3.05668  0.197
H22 3.69431 -3.25783 2.20339  0.209
H23 2.13851 -3.10946 3.04877  0.189
H24 3.59245 -2.29831 3.68067  0.217
N5 -1.91349 0.55998 -3.02392  -0.670
N6 -0.58222 0.86481 -2.57594  -0.718
H25 -2.11859 1.00634 -3.92078  0.349
H26 -2.57378 0.92333 -2.34131  0.358
H27 -0.36375 1.86461 -2.64101  0.359
H28 0.05283 0.37101 -3.20078  0.373
Br1 2.19406 4.69404 1.88274  0.102
C9 0.70247 3.53817 2.02442  -0.118
C10 -0.11356 3.55669 3.14834  -0.179
C11 -1.18624 2.68130 3.17418  -0.233
C12 -1.39148 1.82819 2.09901  0.042
N7 -0.60896 1.82062 1.01953  -0.504
C13 0.42019 2.66396 0.98343  0.003
H29 0.08601 4.23073 3.96800  0.245
H30 -1.86515 2.66622 4.01194  0.238
H31 -2.21959 1.13320 2.09042  0.212
H32 1.03467 2.64064 0.09206  0.216

## Properties
**HOMO**: -11.32 eV
**Gap between HOMO and LUMO**: 9.41 eV
**Net charge**: +1